The following is a DFT calculation (ωB97M-V with the def2-TZVPD basis set) of a molecular structure, C22H24N6O9Pt.

Properties
LUMO, eV: -0.83
Frontier orbital gap, eV: 7.7
HOMO level, eV: -8.53
Energy above the lowest of the compared OMol25 structures with the same formula, charge and spin, kJ/mol: 3.08
F_max, eV Å⁻¹: 0.51

Geometry as XYZ:
```
62
Properties=species:S:1:pos:R:3:forces:R:3
H 1.126 -6.013 0.149 0.00 -0.01 0.00
H -0.657 6.221 -0.127 -0.01 0.01 0.00
H -3.983 -0.557 3.313 0.02 0.00 -0.02
O -0.131 1.596 -0.048 -0.03 0.13 0.00
C -0.678 -0.050 2.830 -0.08 0.05 -0.06
H -2.046 -2.550 -0.894 -0.03 0.04 0.05
O 1.538 -0.344 5.569 0.03 0.05 -0.16
Pt 0.002 -0.357 -0.317 0.13 -0.01 0.30
O -4.587 -1.158 5.560 -0.01 -0.02 0.03
H 4.859 1.154 -0.231 0.01 0.00 -0.03
O 1.963 -0.224 -0.673 0.16 -0.01 0.13
H 4.371 -0.319 -1.089 -0.03 -0.01 0.01
C -0.124 -3.029 0.878 -0.08 -0.03 0.04
H -0.667 5.912 1.630 0.00 0.00 0.00
N -1.125 -4.365 -1.397 0.00 0.04 0.03
C -2.026 -0.164 2.517 0.18 0.19 0.04
C 0.142 -4.821 -1.966 0.00 -0.02 -0.03
H 3.584 5.161 0.603 0.00 0.01 0.00
C -2.452 -0.744 4.800 -0.03 -0.05 0.02
O -3.717 0.482 1.023 0.05 0.13 -0.03
C 2.254 2.055 -0.007 0.00 -0.02 0.05
C -0.147 6.421 0.817 0.02 -0.02 -0.01
C 4.149 0.338 -0.249 0.00 0.01 -0.04
C 3.206 3.100 0.212 -0.03 -0.02 0.00
N 1.193 -0.217 4.413 -0.08 -0.05 -0.02
C -1.116 -0.661 5.135 0.03 0.02 0.07
N -0.129 -4.476 0.811 0.02 0.03 -0.04
O -2.961 -1.378 6.956 -0.01 0.00 0.03
C 1.287 -2.941 -1.086 0.01 -0.07 0.03
O -1.937 -0.491 0.125 -0.22 0.11 -0.31
C 2.702 0.744 -0.318 -0.03 -0.01 -0.22
H 4.268 -0.242 0.669 0.02 0.00 0.01
C 0.512 3.756 0.327 0.03 0.02 -0.04
H -0.769 -0.863 6.136 0.00 0.00 -0.01
C -0.255 -0.301 4.120 0.09 -0.05 0.07
H 0.138 -5.911 -2.016 0.00 0.00 -0.01
H 4.259 2.874 0.170 0.00 -0.01 0.01
C -2.596 0.035 1.119 -0.21 -0.44 0.14
H -1.062 -2.668 1.299 0.04 0.00 0.00
H 0.246 -4.423 -2.977 0.00 0.00 0.00
O 1.214 6.014 0.752 0.01 -0.04 -0.01
H 1.386 -2.509 -2.082 0.01 0.01 0.01
H -1.260 -5.991 -0.087 0.00 -0.01 0.00
C -1.245 -4.901 -0.040 -0.03 0.00 0.02
N 1.283 -4.387 -1.159 -0.02 0.02 0.03
O 1.943 -0.049 3.468 -0.01 0.01 0.15
C 1.472 4.718 0.507 -0.01 0.04 0.04
C 2.850 4.383 0.452 -0.04 0.00 0.01
H -1.005 -2.492 -2.325 0.02 0.00 0.00
H -0.130 7.490 1.005 0.00 -0.01 0.00
N 0.019 -2.414 -0.484 0.06 -0.02 -0.16
C 0.866 2.410 0.068 -0.03 0.00 0.04
H -0.544 3.967 0.379 -0.02 0.01 -0.01
H -2.181 -4.553 0.400 0.00 -0.01 0.00
C -2.925 -0.498 3.524 -0.05 0.04 0.02
N -3.414 -1.124 5.860 0.04 0.03 -0.11
H 0.048 0.243 2.088 0.03 -0.03 -0.01
H 2.115 -2.600 -0.468 0.00 0.01 -0.01
C 1.122 -4.924 0.195 0.02 0.01 0.02
H 0.709 -2.678 1.491 -0.01 -0.01 -0.02
H 1.959 -4.593 0.811 0.01 -0.02 0.00
C -1.122 -2.918 -1.328 0.04 -0.03 -0.07
```
Forces are in eV/Å.

Atom-resolved charges from Löwdin, all expressed in e:
1 H 0.1286
2 H 0.0988
3 H 0.1372
4 O -0.1943
5 C 0.0436
6 H 0.1181
7 O 0.0946
8 Pt 1.2304
9 O 0.0933
10 H 0.0656
11 O -0.1837
12 H 0.0958
13 C -0.1604
14 H 0.0987
15 N -0.0817
16 C -0.0864
17 C -0.1621
18 H 0.1199
19 C -0.1047
20 O 0.0966
21 C -0.0905
22 C -0.0620
23 C 0.0169
24 C -0.0181
25 N -0.3430
26 C 0.0849
27 N -0.0789
28 O 0.0861
29 C -0.1730
30 O -0.2151
31 C -0.3359
32 H 0.1053
33 C 0.0597
34 H 0.1333
35 C -0.1101
36 H 0.1286
37 H 0.1012
38 C -0.5732
39 H 0.1216
40 H 0.1302
41 O -0.0587
42 H 0.1318
43 H 0.1289
44 C -0.1539
45 N -0.0812
46 O 0.0718
47 C -0.2722
48 C -0.0014
49 H 0.1333
50 H 0.0937
51 N -0.2410
52 C -0.3063
53 H 0.1191
54 H 0.1338
55 C 0.0849
56 N -0.3502
57 H 0.0847
58 H 0.1189
59 C -0.1588
60 H 0.1316
61 H 0.1305
62 C -0.1549

***

The following is a DFT calculation (ωB97M-V with the def2-TZVPD basis set) of 3 unconnected molecules or ions with the total composition C23H45BN2O2S at a distorted geometry.

Properties
LUMO, eV: 0.15
Frontier orbital gap, eV: 9.3
HOMO level, eV: -9.18
F_max, eV Å⁻¹: 2.12
SMILES: C#CB(O)CCCCCCCSc1nnco1.CCCCCC.CCCCCC

Geometry as XYZ:
```
74
Properties=species:S:1:pos:R:3:forces:R:3
H -0.221 3.180 -1.439 0.02 -0.07 0.01
H 0.392 2.168 -2.756 0.01 0.00 0.07
H 1.842 4.109 -3.663 -0.03 -0.01 0.00
H -2.774 -4.168 2.925 -0.06 -0.21 -0.35
C 2.738 0.062 0.596 -0.16 -0.02 -0.03
H 1.029 0.322 1.875 0.01 -0.01 -0.05
O -1.363 0.347 -0.412 -0.50 -0.69 0.39
C 1.066 4.820 -3.359 -0.04 0.09 -0.05
H 1.079 5.615 -4.110 0.03 0.01 0.02
H 1.263 8.168 -2.397 -0.01 -0.02 -0.05
C -1.117 -3.288 -1.541 -0.27 -0.53 0.58
C 2.100 0.624 -0.670 0.17 -0.11 -0.10
H 4.583 1.004 3.171 0.00 0.01 0.03
C -2.625 -4.824 2.052 0.40 -0.11 0.87
H -5.471 -1.157 -2.138 0.25 -0.10 0.24
H -3.529 -3.499 -0.429 0.20 -0.35 -0.08
H 2.641 -1.029 0.584 0.04 0.01 0.02
C 1.451 5.397 -1.994 -0.03 -0.10 0.05
H 2.579 0.201 -1.556 -0.02 0.05 -0.02
C -0.784 -5.975 3.812 -1.34 0.18 -1.64
H -1.345 2.427 -2.564 0.05 -0.06 0.06
C -4.467 -1.106 -1.764 0.33 0.51 -0.41
N 0.658 -5.581 5.285 0.79 -0.39 1.58
C -0.368 2.905 -2.485 -0.18 0.09 -0.10
H -2.004 -3.175 -2.191 0.38 0.11 0.18
C -1.143 -2.237 -0.396 -0.30 0.51 -0.40
B -1.914 -0.892 -0.764 0.27 0.31 -0.18
C -1.105 -4.767 -1.048 0.42 -0.22 -0.60
H 4.134 2.439 1.141 -0.04 0.00 -0.02
C 0.906 -4.817 4.311 -0.46 0.22 -1.02
H 1.672 -4.061 4.194 -0.18 -0.22 0.04
H -4.575 -4.121 1.544 0.10 -0.48 0.04
H 1.580 4.581 -1.276 0.01 -0.01 -0.02
H -4.571 -4.865 -0.831 0.32 0.34 0.11
C 3.637 2.645 2.092 -0.05 -0.01 0.15
H -0.226 -3.114 -2.165 -0.31 0.03 0.19
H -1.092 4.823 -3.148 0.03 0.04 -0.01
H -1.747 -4.446 1.518 -0.46 -0.09 -0.08
H -0.546 -5.334 -1.818 -0.17 0.06 0.42
H 2.204 1.709 -0.728 -0.03 -0.01 -0.01
C 0.458 6.407 -1.419 0.15 0.08 -0.02
H -2.463 -6.425 -0.473 0.14 0.41 -0.07
S -2.127 -6.463 2.752 0.11 -0.08 0.34
C -3.635 -4.584 -0.312 -0.62 -1.31 0.49
C -3.903 -4.926 1.191 0.22 1.27 -0.41
C -2.504 -5.433 -0.957 -0.17 0.59 -0.31
H -0.395 8.354 -1.820 0.03 0.03 -0.05
H 3.595 3.734 2.186 0.00 -0.01 -0.05
H 5.478 2.519 3.220 0.00 -0.03 0.06
H 2.433 5.874 -2.083 -0.02 0.02 0.01
H 2.530 0.075 2.734 -0.01 0.03 0.01
H -0.485 3.799 -4.429 -0.02 0.05 0.01
H 3.812 0.269 0.594 -0.01 0.01 0.06
H -0.519 5.941 -1.268 0.02 -0.03 -0.02
H -0.505 -4.874 -0.127 -0.32 0.13 -0.21
H -1.722 0.612 0.446 0.15 0.41 -0.19
H -2.817 -5.635 -1.998 0.17 0.09 0.35
H 1.718 2.366 3.020 0.03 0.01 0.00
H -1.671 -2.614 0.505 0.16 0.00 -0.40
H 4.022 2.329 4.203 0.00 -0.05 0.00
N -0.453 -6.356 4.987 0.01 0.15 -0.13
C 0.306 7.656 -2.282 -0.15 -0.01 0.10
H -0.078 7.417 -3.275 0.03 0.02 0.00
C -0.293 4.121 -3.402 0.13 -0.13 0.01
H -0.130 -1.965 -0.051 -0.30 -0.22 -0.17
C 2.207 2.105 2.076 -0.05 0.03 -0.09
H 1.643 2.622 1.294 -0.01 -0.03 0.00
C 4.475 2.088 3.239 0.08 0.07 -0.12
C -3.310 -0.884 -1.475 -0.10 -0.74 0.54
H -4.467 -5.861 1.316 0.46 0.08 -0.06
C 2.091 0.592 1.875 0.09 -0.04 0.09
H 0.806 6.708 -0.427 -0.03 -0.03 0.00
O 0.009 -5.014 3.288 0.63 0.37 0.39
H 1.039 0.378 -0.712 -0.01 0.10 0.02
```
Forces are in eV/Å.

Atom-resolved charges from Löwdin, all expressed in e:
1 H 0.0643
2 H 0.0721
3 H 0.1089
4 H 0.0852
5 C -0.2621
6 H 0.1016
7 O 0.0750
8 C -0.2270
9 H 0.0994
10 H 0.0745
11 C -0.1956
12 C -0.1066
13 H 0.0641
14 C -0.4534
15 H 0.0390
16 H 0.0760
17 H 0.1002
18 C -0.2289
19 H 0.0757
20 C -0.6956
21 H 0.0683
22 C 0.1145
23 N 0.0428
24 C -0.1134
25 H 0.1050
26 C -0.1063
27 B -0.4648
28 C -0.2036
29 H 0.0983
30 C -0.1767
31 H 0.1346
32 H 0.1076
33 H 0.0902
34 H 0.1105
35 C -0.2700
36 H 0.1127
37 H 0.0982
38 H 0.0342
39 H 0.1058
40 H 0.0603
41 C -0.2713
42 H 0.1079
43 S 0.9608
44 C -0.1957
45 C -0.2401
46 C -0.1912
47 H 0.0684
48 H 0.1041
49 H 0.0691
50 H 0.1095
51 H 0.0991
52 H 0.1044
53 H 0.0989
54 H 0.0977
55 H 0.1008
56 H 0.1142
57 H 0.1080
58 H 0.1095
59 H 0.0992
60 H 0.0747
61 N 0.0652
62 C -0.1131
63 H 0.0646
64 C -0.2654
65 H 0.1036
66 C -0.2262
67 H 0.0950
68 C -0.1122
69 C 0.0172
70 H 0.1019
71 C -0.2257
72 H 0.1034
73 O 0.0004
74 H 0.0485

***

The following is a DFT calculation (ωB97M-V with the def2-TZVPD basis set) of C3H4O in the gas phase at a distorted geometry.

Properties
LUMO, eV: 1.22
Frontier orbital gap, eV: 10.4
HOMO level, eV: -9.17
Energy above the lowest of the compared OMol25 structures with the same formula, charge and spin, kJ/mol: 262.95
F_max, eV Å⁻¹: 2.48
SMILES: C1[C@@H]2O[C@H]12

Geometry as XYZ:
```
8
Properties=species:S:1:pos:R:3:forces:R:3
H -0.333 0.131 1.401 -0.67 -0.42 0.68
C 0.884 -0.253 -0.413 0.80 0.89 -0.24
C -0.436 -0.122 -0.878 0.10 -0.74 -0.03
H -1.036 -0.741 -1.487 -1.08 -0.61 0.29
O 0.564 0.564 -1.606 0.99 0.14 0.11
H -0.080 1.550 0.281 0.26 2.22 0.39
H 1.764 -0.926 -0.365 -1.17 0.53 0.03
C -0.120 0.532 0.446 0.77 -2.00 -1.24
```
Forces are in eV/Å.

Atom-resolved charges from Löwdin, all expressed in e:
1 H 0.0912
2 C -0.1598
3 C -0.2501
4 H 0.1299
5 O -0.0436
6 H 0.0744
7 H 0.1516
8 C 0.0066

***

The following is a DFT calculation (ωB97M-V with the def2-TZVPD basis set) of C3H2BrClN2 in the gas phase at a distorted geometry.

Properties
LUMO (alpha / beta), eV: -1.99 / -1.94
Frontier orbital gap (alpha / beta), eV: 7.0 / 7.6
HOMO level (alpha / beta), eV: -8.99 / -9.49
Energy above the lowest of the compared OMol25 structures with the same formula, charge and spin, kJ/mol: 484.22
F_max, eV Å⁻¹: 5.92

Geometry as XYZ:
```
9
Properties=species:S:1:pos:R:3:forces:R:3
N -0.699 -0.774 -0.356 -4.16 -0.74 -1.62
C -2.442 0.455 0.719 -1.45 2.24 0.21
Cl -3.097 2.049 0.148 -0.02 -0.89 0.61
C 0.552 -0.870 -0.525 3.93 1.55 4.15
N -1.464 0.063 0.178 2.35 -0.96 -0.54
Br 3.502 -0.097 0.325 -2.26 -0.54 0.03
C 1.418 -0.011 0.342 2.01 -2.18 -2.95
H 1.381 0.996 0.085 -0.96 2.06 0.61
H 0.849 -1.811 -0.915 0.57 -0.55 -0.50
```
Forces are in eV/Å.

Atom-resolved charges from Löwdin, all expressed in e:
1 N 0.0236
2 C -0.4146
3 Cl 0.4844
4 C -0.1928
5 N -0.0869
6 Br 0.4634
7 C -0.3473
8 H -0.0256
9 H 0.0958